[1]
{"formula": "C39H58B2N14Ni", "method": "wB97M-V/def2-TZVPD", "elements": ["Ni", "C", "C", "N", "N", "C", "B", "N", "C", "C", "C", "N", "N", "C", "C", "C", "N", "N", "C", "C", "C", "N", "H", "H", "H", "H", "H", "H", "H", "H", "H", "H", "H", "H", "C", "C", "C", "C", "C", "C", "C", "C", "C", "N", "N", "B", "N", "N", "C", "C", "C", "C", "C", "C", "C", "C", "C", "N", "N", "C", "C", "C", "C", "C", "C", "C", "C", "C", "H", "H", "H", "H", "H", "H", "H", "H", "H", "H", "H", "H", "H", "H", "H", "H", "H", "H", "H", "H", "H", "H", "H", "H", "H", "H", "H", "H", "H", "H", "H", "H", "H", "H", "H", "H", "H", "H", "H", "H", "H", "H", "H", "H", "H", "H"], "positions_angstrom": [[0.361018, -0.371278, 0.422475], [-0.561760, -4.190973, 1.578707], [-0.845193, -3.025103, 0.872185], [0.059086, -2.104229, 1.167375], [0.934583, -2.634761, 2.046265], [0.570489, -3.896147, 2.313370], [2.176772, -1.831257, 2.510115], [3.039021, -1.597983, 1.237830], [4.289494, -1.892385, 0.825794], [4.450161, -1.422810, -0.459068], [3.219791, -0.840841, -0.775070], [2.385443, -0.951015, 0.245917], [1.647606, -0.443498, 2.949529], [1.915603, 0.274756, 4.049196], [1.247112, 1.480833, 3.959622], [0.566936, 1.425365, 2.746760], [0.814968, 0.265916, 2.159403], [2.836312, -2.524489, 3.678193], [4.078542, -3.037032, 3.931697], [4.065267, -3.565353, 5.189560], [2.749977, -3.332245, 5.653167], [2.008642, -2.709362, 4.753339], [-1.117155, -5.114242, 1.572887], [-1.654094, -2.797737, 0.195510], [1.135877, -4.503702, 3.005054], [4.994001, -2.415883, 1.444006], [5.330870, -1.492839, -1.076094], [2.892265, -0.348301, -1.681345], [2.559228, -0.113891, 4.823628], [1.235949, 2.279145, 4.683282], [-0.094549, 2.140739, 2.281384], [4.888928, -2.995894, 3.226493], [4.881086, -4.048377, 5.705970], [2.316558, -3.595236, 6.609616], [-1.696792, 0.144304, 4.086770], [-2.688604, -0.403554, 3.060135], [-2.708418, -1.927746, 3.137658], [-2.615522, 0.196514, 1.658176], [-3.728695, 0.881610, 1.153932], [-3.399213, 1.310562, -0.110653], [-4.235065, 2.140044, -1.049054], [-3.752207, 3.588763, -1.013916], [-5.718682, 2.063296, -0.695148], [-2.141276, 0.887256, -0.348832], [-1.646421, 0.200535, 0.723263], [-1.321582, 1.050532, -1.645653], [-0.024347, 1.858472, -1.342514], [0.814116, 1.344323, -0.381029], [1.860939, 2.184831, -0.237859], [1.686565, 3.227932, -1.132896], [0.504189, 3.013546, -1.808318], [0.020704, 4.040595, -2.821637], [-0.433486, 5.320609, -2.098915], [-0.991907, 3.609564, -3.874782], [3.048574, 2.087325, 0.689154], [3.097785, 3.320724, 1.609581], [4.353405, 2.038270, -0.118162], [-0.884663, -0.353078, -2.129555], [-0.011750, -1.073787, -1.355795], [0.253485, -2.235280, -1.991979], [-0.480282, -2.244787, -3.174387], [-1.199210, -1.070998, -3.223513], [-2.198786, -0.756934, -4.307677], [-3.625733, -0.647784, -3.763899], [-1.845355, 0.452633, -5.174220], [1.169691, -3.359816, -1.574278], [0.417763, -4.703126, -1.587488], [2.347444, -3.466067, -2.554971], [-2.065657, -0.079233, 5.090848], [-1.587503, 1.227345, 4.007326], [-0.712860, -0.324791, 3.987361], [-3.676354, -0.077246, 3.383803], [-1.705727, -2.337738, 3.061352], [-3.339911, -2.368493, 2.363446], [-3.106973, -2.229125, 4.108742], [-4.659385, 1.043170, 1.674968], [-4.115745, 1.765743, -2.061967], [-3.852891, 3.994487, -0.003286], [-4.336159, 4.210547, -1.696241], [-2.704706, 3.646650, -1.299323], [-5.919571, 2.565069, 0.254848], [-6.064008, 1.030232, -0.618341], [-6.306980, 2.564595, -1.465411], [-1.991722, 1.590347, -2.465432], [2.349878, 4.068829, -1.282996], [0.931576, 4.303652, -3.360751], [-1.343587, 5.155226, -1.526186], [-0.634871, 6.103975, -2.833070], [0.333321, 5.683772, -1.413074], [-1.974817, 3.401167, -3.450429], [-0.643099, 2.728398, -4.413395], [-1.109697, 4.418148, -4.598733], [2.966079, 1.184578, 1.286818], [3.420467, 4.199445, 1.044430], [3.807895, 3.159147, 2.423932], [2.129744, 3.548437, 2.048219], [4.523845, 2.993837, -0.620325], [4.337829, 1.258835, -0.877666], [5.200459, 1.848451, 0.545288], [-0.504529, -3.031680, -3.914550], [-2.164437, -1.638555, -4.947818], [-3.733522, 0.238741, -3.141810], [-3.895143, -1.522715, -3.166839], [-4.332493, -0.568504, -4.592516], [-2.054283, 1.377365, -4.638638], [-2.453252, 0.446089, -6.081354], [-0.793401, 0.444604, -5.470381], [1.549649, -3.159405, -0.576797], [0.275491, -5.045338, -2.616632], [-0.563417, -4.633791, -1.126549], [0.989620, -5.464799, -1.052855], [1.988811, -3.775463, -3.539795], [3.064105, -4.211942, -2.203922], [2.872436, -2.521237, -2.672593]], "forces_ev_per_angstrom": [[0.4, -0.1, -0.3], [-0.1, -0.1, 0.0], [-0.1, -0.1, 0.1], [0.1, 0.1, 0.1], [-0.2, 0.0, 0.0], [0.0, -0.2, -0.1], [0.2, -0.1, 0.0], [0.0, 0.0, 0.1], [0.0, 0.0, -0.1], [0.0, 0.0, -0.1], [-0.1, -0.1, 0.0], [0.3, -0.1, -0.1], [-0.1, 0.1, 0.0], [0.1, 0.2, 0.1], [0.1, 0.1, 0.0], [0.2, 0.2, 0.0], [0.1, -0.1, -0.1], [-0.1, 0.1, -0.1], [-0.3, 0.2, -0.1], [-0.1, -0.1, 0.2], [-0.1, 0.0, 0.1], [0.6, -0.2, 0.0], [0.0, 0.1, 0.0], [0.0, 0.0, 0.0], [-0.1, 0.1, -0.1], [0.0, 0.0, 0.0], [-0.1, 0.0, 0.0], [0.0, -0.1, 0.1], [-0.1, 0.0, -0.1], [0.0, -0.1, -0.1], [0.1, -0.1, 0.0], [-0.1, 0.0, 0.0], [-0.1, 0.1, -0.1], [0.1, 0.0, -0.1], [-0.1, -0.1, 0.0], [0.2, 0.0, -0.1], [-0.1, 0.0, 0.0], [-0.1, -0.1, 0.1], [0.0, 0.0, 0.2], [-0.1, -0.1, 0.0], [0.0, 0.1, 0.2], [0.0, 0.1, 0.0], [0.0, -0.1, 0.0], [0.0, 0.2, -0.2], [-0.3, 0.1, 0.1], [-0.1, 0.0, 0.1], [0.2, 0.1, 0.1], [0.0, 0.3, 0.0], [-0.1, -0.1, -0.1], [0.3, 0.2, 0.1], [-0.2, 0.1, -0.1], [-0.2, -0.1, 0.1], [0.1, 0.0, -0.1], [0.1, 0.0, 0.0], [-0.1, 0.1, 0.0], [0.0, -0.1, 0.0], [0.0, 0.0, -0.1], [0.0, -0.3, 0.1], [0.0, -0.1, -0.2], [-0.1, 0.2, 0.0], [0.1, -0.3, 0.0], [0.0, 0.1, -0.1], [0.0, 0.2, 0.1], [0.0, -0.1, 0.0], [0.0, 0.0, 0.1], [-0.1, 0.0, -0.1], [0.0, 0.0, -0.1], [0.0, 0.0, 0.0], [0.0, 0.0, 0.0], [-0.1, -0.1, 0.1], [-0.3, 0.0, 0.1], [-0.1, 0.1, 0.0], [0.0, 0.0, 0.0], [0.0, 0.0, 0.0], [0.0, 0.0, 0.0], [0.1, 0.0, 0.0], [0.1, 0.0, -0.1], [0.0, 0.0, -0.1], [0.0, 0.0, 0.0], [0.0, 0.0, 0.0], [0.0, 0.0, 0.0], [0.0, 0.1, 0.0], [0.0, 0.0, 0.0], [0.2, -0.1, 0.1], [-0.1, -0.1, 0.0], [0.1, 0.0, 0.0], [0.0, 0.0, 0.0], [0.0, 0.0, 0.0], [0.0, 0.0, 0.0], [0.1, 0.0, 0.0], [0.0, 0.1, 0.1], [0.0, 0.0, 0.0], [0.0, 0.0, 0.1], [0.0, -0.1, 0.0], [0.0, 0.0, -0.1], [-0.1, 0.0, 0.0], [0.0, 0.0, 0.0], [0.1, 0.1, 0.1], [-0.1, 0.0, 0.0], [0.0, 0.1, 0.1], [0.0, -0.1, 0.0], [0.0, 0.0, 0.0], [0.0, 0.1, 0.0], [0.0, 0.0, 0.0], [0.0, -0.1, -0.1], [0.0, 0.0, 0.0], [-0.1, 0.0, 0.0], [0.0, 0.0, 0.1], [0.0, 0.0, 0.1], [0.0, 0.0, 0.0], [0.0, 0.1, -0.1], [0.0, 0.0, 0.1], [-0.1, 0.0, 0.0], [0.0, 0.0, 0.0]], "mulliken_spin": [0.7613, -0.0025, -0.0004, 0.0129, -0.0013, -0.0054, -0.0356, -0.0070, 0.0015, 0.0055, 0.0023, 0.1250, -0.0091, -0.0049, -0.0001, -0.0026, 0.0128, 0.0080, -0.0004, -0.0005, 0.0010, 0.0001, 0.0016, -0.0004, -0.0005, -0.0015, 0.0013, 0.0014, -0.0004, 0.0011, -0.0007, 0.0004, -0.0001, 0.0000, -0.0004, 0.0007, -0.0003, 0.0168, 0.0137, -0.0097, 0.0007, -0.0008, 0.0002, -0.0013, 0.1434, -0.0100, -0.0049, -0.0117, -0.0011, 0.0032, -0.0028, 0.0000, 0.0004, 0.0007, -0.0019, -0.0003, 0.0003, -0.0099, -0.0161, 0.0075, 0.0009, -0.0054, 0.0036, -0.0001, 0.0006, 0.0041, -0.0017, -0.0004, 0.0002, -0.0004, -0.0005, -0.0041, 0.0004, 0.0002, 0.0000, 0.0011, 0.0005, 0.0006, -0.0003, 0.0008, 0.0000, 0.0003, -0.0001, 0.0047, -0.0009, 0.0006, 0.0001, -0.0001, 0.0001, -0.0001, 0.0000, 0.0000, 0.0098, -0.0006, 0.0000, 0.0000, -0.0006, 0.0003, 0.0001, -0.0007, 0.0001, 0.0007, 0.0001, 0.0001, 0.0001, -0.0002, 0.0001, 0.0080, -0.0007, 0.0001, 0.0002, -0.0008, 0.0003, 0.0002], "total_charge": 1, "spin_multiplicity": 2, "s_squared": 0.762, "energy_ev": -104643.0257, "orbital_gap_ev": [7.1, 8.2], "homo_ha": [-0.4184, -0.4182], "fmax_ev_per_a": 0.6}

=====

[2]
{"formula": "C18H23AsF6N3O5PtS4", "method": "wB97M-V/def2-TZVPD", "elements": ["Pt", "C", "O", "C", "S", "S", "H", "H", "H", "C", "As", "C", "C", "O", "H", "H", "H", "H", "H", "H", "H", "H", "H", "N", "C", "C", "C", "C", "C", "C", "S", "O", "O", "N", "C", "S", "C", "C", "N", "H", "H", "H", "H", "H", "H", "H", "H", "C", "C", "O", "C", "F", "F", "F", "C", "F", "F", "F", "H", "H", "H"], "positions_angstrom": [[-0.358502, 0.056395, 0.019517], [-0.234827, -4.138762, 1.337932], [0.339691, -3.882222, 0.058130], [1.058194, -2.752637, -0.148834], [1.865043, -2.681650, -1.589026], [1.145323, -1.562707, 1.108495], [0.548809, -4.267553, 2.087064], [-0.801246, -5.061464, 1.225735], [-0.885751, -3.322838, 1.648140], [0.875893, -0.112475, -4.209890], [0.640735, 1.207674, -2.809479], [-1.027490, 2.187147, -2.808267], [1.911607, 2.554154, -3.436368], [1.227298, 0.771779, -1.324952], [0.809184, 0.371024, -5.184674], [0.135371, -0.893955, -4.104794], [1.868428, -0.533991, -4.057487], [-1.508976, 2.094305, -3.780186], [-0.804130, 3.230820, -2.588814], [-1.675806, 1.777285, -2.039560], [1.588467, 2.982973, -4.385422], [2.882403, 2.077992, -3.569132], [1.995446, 3.334734, -2.681567], [4.757242, 0.177540, 4.624830], [3.741285, 0.866237, 3.969734], [3.562797, 0.712817, 2.592183], [2.595643, 1.434825, 1.923832], [1.799145, 2.324151, 2.632700], [1.962305, 2.492311, 3.997603], [2.938293, 1.773104, 4.665088], [0.471908, 3.149316, 1.799854], [-0.226121, 3.967501, 2.769068], [0.969651, 3.803297, 0.623742], [-0.461592, 1.910119, 1.336538], [-1.305803, 1.297502, 2.177325], [-1.924603, 1.844504, 3.717361], [-2.860227, 0.375762, 3.819680], [-2.657355, -0.393583, 2.732765], [-1.773419, 0.114204, 1.819434], [5.078230, -0.660985, 4.172081], [4.653765, 0.085246, 5.620416], [4.176341, 0.006538, 2.045818], [2.438800, 1.311492, 0.857945], [1.318681, 3.189285, 4.517312], [3.076195, 1.906326, 5.732129], [-3.513220, 0.187438, 4.654809], [-3.126478, -1.345278, 2.531950], [-1.822780, -2.864341, -2.797704], [-2.259251, -1.468689, -2.321801], [-1.233889, -0.623522, -2.030760], [-3.096663, -0.822255, -3.461397], [-3.698316, 0.327704, -3.099661], [-4.069052, -1.625061, -3.958624], [-2.290226, -0.520480, -4.506847], [-3.198689, -1.646953, -1.099402], [-4.335490, -2.332903, -1.382027], [-3.586677, -0.474237, -0.575239], [-2.580169, -2.343113, -0.123653], [-1.353273, -2.773670, -3.776364], [-2.673118, -3.543418, -2.870355], [-1.089033, -3.254758, -2.096925]], "forces_ev_per_angstrom": [[0.6, 0.7, 0.0], [0.0, 0.1, 0.0], [-0.1, 0.0, 0.1], [0.2, -0.2, 0.1], [0.0, 0.0, -0.2], [0.0, -0.2, -0.1], [0.0, 0.0, 0.0], [0.0, 0.0, -0.1], [0.0, 0.0, 0.0], [-0.2, 0.0, 0.3], [-0.1, 0.7, -1.7], [0.1, -0.1, 0.1], [-0.1, -0.2, 0.3], [-1.2, -1.1, 2.1], [0.0, 0.1, 0.1], [0.0, 0.0, 0.0], [0.0, 0.0, 0.0], [0.0, 0.0, 0.0], [0.1, 0.0, 0.0], [0.0, -0.1, 0.0], [-0.1, 0.0, 0.0], [0.0, 0.0, 0.0], [0.0, 0.0, 0.0], [0.1, 0.1, 0.0], [0.0, 0.2, -0.1], [0.0, 0.0, 0.0], [0.0, 0.1, -0.1], [-0.2, 0.3, 0.0], [0.0, 0.0, 0.0], [0.0, -0.1, 0.0], [-0.1, -0.1, 0.1], [0.0, -0.2, 0.1], [0.1, -0.2, -0.1], [-0.2, 0.2, -0.2], [0.0, 0.6, 0.5], [-0.1, -0.3, -0.1], [0.1, 0.2, -0.1], [-0.1, -0.5, -0.1], [1.1, 0.3, -1.4], [0.0, -0.1, 0.0], [0.0, -0.1, 0.0], [0.0, 0.0, 0.0], [0.1, -0.1, 0.0], [0.0, 0.0, 0.0], [0.0, 0.0, 0.0], [0.0, 0.0, 0.0], [0.0, 0.0, 0.0], [0.0, 0.1, 0.1], [-0.1, 0.2, 0.0], [-0.2, 0.0, 0.3], [-0.1, 0.0, -0.1], [0.1, -0.1, -0.1], [0.2, 0.1, 0.0], [-0.1, 0.0, 0.1], [0.0, 0.0, 0.1], [0.1, 0.0, 0.0], [0.0, -0.2, 0.0], [0.0, 0.1, -0.1], [0.0, 0.0, 0.0], [0.0, 0.0, 0.0], [0.0, 0.0, 0.0]], "lowdin_charge": [0.9412, -0.1371, -0.2687, -1.3290, 0.5538, 0.5378, 0.0760, 0.0863, 0.0480, -0.1925, 1.0282, -0.1870, -0.2067, -0.5894, 0.0397, 0.0038, 0.0319, 0.0392, 0.0406, 0.0159, 0.0328, 0.0336, 0.0345, 0.0881, -0.3217, -0.0397, -0.0867, -0.2895, -0.0674, -0.0387, 0.5658, -0.3626, -0.3083, -0.2272, -0.7360, 1.0466, -0.4068, -0.2431, -0.0819, 0.0843, 0.0799, 0.1134, 0.0891, 0.1058, 0.1038, 0.0530, 0.1084, 0.0184, -0.4838, -0.3132, -0.5356, 0.1389, 0.1266, 0.1178, -0.5522, 0.1281, 0.1319, 0.1204, 0.0879, 0.0904, 0.0635], "total_charge": -1, "relative_energy_kcal_mol": 64.5, "energy_ev": -157479.5311, "orbital_gap_ev": [6.4, 6.4], "homo_ha": [-0.1565, -0.1566], "fmax_ev_per_a": 2.7}

=====

[3]
{"formula": "C2H8NO4", "method": "wB97M-V/def2-TZVPD", "elements": ["C", "N", "C", "O", "O", "H", "H", "H", "H", "H", "H", "O", "H", "H", "O"], "positions_angstrom": [[-2.372222, -0.506491, 0.595132], [-1.148850, -0.165502, -0.082478], [-0.143039, 0.258588, 0.719499], [0.830362, 0.920821, 0.204627], [-0.161414, 0.087660, 1.934042], [-2.432676, -1.569772, 0.878331], [-3.250468, -0.326206, 0.006300], [-2.500415, 0.069842, 1.500088], [-1.142878, 0.135784, -1.036074], [2.446986, -0.520934, -0.376793], [1.723147, -1.452148, 0.573561], [2.437932, -1.425018, -0.069772], [1.136364, 1.168846, -2.263193], [-0.057017, 0.262397, -2.679997], [0.213453, 1.174640, -2.540324]], "forces_ev_per_angstrom": [[-0.7, -1.1, 0.4], [0.3, 0.0, 0.6], [-1.5, 0.1, -1.3], [0.5, 0.1, 0.6], [1.0, 0.1, 0.5], [0.3, 0.3, -0.1], [-0.2, 0.3, -0.7], [0.2, 0.2, 0.3], [0.0, 0.3, -0.1], [0.0, 0.3, 0.1], [0.1, 0.0, 0.1], [0.1, -0.6, -0.1], [-0.1, -0.2, 0.0], [0.5, -0.1, -0.3], [-0.3, 0.2, 0.0]], "mulliken_spin": [0.0035, -0.0014, -0.0618, 0.7124, 0.3310, -0.0016, 0.0024, 0.0042, 0.0022, 0.0006, -0.0017, 0.0004, -0.0016, -0.0002, 0.0117], "total_charge": 0, "relative_energy_kcal_mol": 1.4, "spin_multiplicity": 2, "s_squared": 0.757, "energy_ev": -11882.0814, "orbital_gap_ev": [11.2, 7.4], "homo_ha": [-0.3983, -0.3951], "fmax_ev_per_a": 2.0}